Computed, not measured: a molecular structure, C14H31AuNOSSbSi3, with ωB97M-V/def2-TZVPD.

Last column: Mulliken charge in e.
Geometry (Å):
Au (1.156, -0.581, -2.785)  -0.1619
O (2.541, 0.930, -0.488)  -0.4154
N (3.823, 0.768, -0.545)  0.1903
C (4.604, 1.598, 0.199)  -0.2274
C (5.969, 1.506, 0.231)  -0.6670
C (6.585, 0.519, -0.543)  -0.2003
C (5.794, -0.303, -1.305)  -0.7015
C (4.391, -0.203, -1.335)  0.3257
S (3.460, -1.272, -2.303)  -0.5714
H (4.021, 2.316, 0.755)  0.3892
H (6.528, 2.194, 0.849)  0.3735
H (7.661, 0.405, -0.550)  0.3462
H (6.227, -1.074, -1.926)  0.3627
C (-4.236, -0.724, -0.280)  -0.9234
Si (-2.901, -0.348, -1.557)  0.4532
C (-3.511, 1.126, -2.561)  -1.1558
C (-2.791, -1.833, -2.698)  -1.0636
Sb (-0.535, 0.260, -0.770)  0.0873
Si (-0.083, -1.867, 0.610)  0.3108
C (0.265, -3.341, -0.490)  -0.8792
C (1.424, -1.563, 1.684)  -0.7441
C (-1.529, -2.351, 1.723)  -0.9170
Si (-1.201, 1.816, 1.187)  0.5588
C (-1.383, 3.509, 0.361)  -1.1931
C (0.269, 1.970, 2.354)  -0.8673
C (-2.755, 1.601, 2.242)  -1.1944
H (-5.169, -0.895, -0.826)  0.3887
H (-4.398, 0.094, 0.416)  0.1988
H (-4.017, -1.616, 0.305)  0.2298
H (-4.435, 0.868, -3.087)  0.3856
H (-2.766, 1.425, -3.299)  0.3055
H (-3.715, 1.989, -1.925)  0.2872
H (-3.730, -1.961, -3.243)  0.3918
H (-2.594, -2.749, -2.138)  0.2181
H (-1.972, -1.708, -3.409)  0.2885
H (1.141, -3.159, -1.113)  0.2018
H (-0.576, -3.555, -1.151)  0.1829
H (0.450, -4.217, 0.138)  0.3378
H (2.244, -1.187, 1.076)  -0.0388
H (1.724, -2.510, 2.142)  0.4193
H (1.231, -0.843, 2.477)  0.2502
H (-2.337, -2.788, 1.136)  0.2258
H (-1.936, -1.510, 2.282)  0.1111
H (-1.186, -3.105, 2.437)  0.3906
H (-0.485, 3.741, -0.214)  0.2949
H (-1.531, 4.296, 1.105)  0.3884
H (-2.228, 3.532, -0.330)  0.2691
H (1.197, 1.965, 1.779)  0.0701
H (0.321, 1.161, 3.082)  0.2747
H (0.193, 2.913, 2.903)  0.4227
H (-3.657, 1.755, 1.651)  0.3131
H (-2.729, 2.372, 3.018)  0.3781
H (-2.833, 0.629, 2.727)  0.2992

Summary:
* LUMO energy (spin up / spin down): 3.008 / 2.898 eV
* spin multiplicity: 2
* total charge: -1
* frontier orbital gap (spin up / spin down): 4.7 / 6.9 eV
* <S²>: 0.76

Computed, not measured: a molecular structure, C6H13O4Zn in a non-equilibrium geometry, with ωB97M-V/def2-TZVPD.

Last column: Mulliken charge in e.
Geometry (Å):
C (-0.251, -3.403, 0.339)  -0.7364
O (-1.097, -2.281, 0.164)  -0.3144
C (-1.069, -1.291, 1.153)  -0.6020
H (-0.079, -3.566, 1.416)  0.3810
H (-0.542, -4.087, -0.467)  0.3058
H (0.823, -3.279, 0.121)  0.2703
H (-2.068, -0.851, 1.199)  0.3790
H (0.024, -1.338, 1.158)  0.3970
H (-0.639, 0.163, 1.298)  0.2066
O (2.184, 0.084, 0.784)  -0.6495
C (1.689, 1.146, 1.533)  -0.2301
C (0.298, 1.530, 1.052)  -0.4665
O (0.400, 1.631, -0.338)  -0.1973
C (-0.768, 1.796, -1.143)  -0.4056
C (-0.416, 1.248, -2.526)  -0.1623
O (0.211, 0.010, -2.441)  -0.6425
Zn (1.336, -0.072, -0.913)  0.3004
H (2.355, 2.037, 1.478)  0.3550
H (1.592, 0.889, 2.608)  0.2932
H (-0.202, 2.383, 1.525)  0.3302
H (-1.062, 2.856, -1.167)  0.2717
H (-1.574, 1.197, -0.689)  0.2902
H (0.215, 1.999, -3.044)  0.3039
H (-1.361, 1.198, -3.101)  0.3225

Summary:
* LUMO energy (spin up / spin down): 0.021 / -0.235 eV
* energy relative to the best compared isomer or geometry (same formula, charge and spin): 2.4034 eV
* spin multiplicity: 2
* frontier orbital gap (spin up / spin down): 7.4 / 8.7 eV
* <S²>: 0.77

Computed, not measured: 2 unconnected molecules or ions with the total composition C3H12NO in a non-equilibrium geometry, with ωB97M-V/def2-TZVPD.

Last column: Mulliken charge in e.
Geometry (Å):
C (1.935, -0.520, 0.884)  -1.4986
C (0.962, 0.647, 0.838)  -0.9546
N (-0.122, 0.415, -0.195)  0.1708
C (-0.579, 1.645, -0.896)  -1.7313
H (2.533, -0.563, -0.019)  0.4788
H (2.610, -0.392, 1.741)  0.3955
H (1.400, -1.451, 1.036)  0.4017
H (0.464, 0.821, 1.782)  0.5394
H (1.486, 1.552, 0.529)  0.2482
H (-0.936, 0.006, 0.310)  0.3390
H (0.177, -0.247, -0.930)  0.4878
H (0.289, 2.117, -1.348)  0.4209
H (-1.043, 2.319, -0.170)  0.3746
H (-1.332, 1.335, -1.615)  0.6028
H (-2.374, -2.276, -1.264)  0.4515
H (-1.610, -2.534, 0.028)  0.4062
O (-1.888, -1.804, -0.552)  -1.1327

Summary:
* LUMO energy (spin up / spin down): 1.054 / 0.735 eV
* energy relative to the best compared isomer or geometry (same formula, charge and spin): 0.6233 eV
* spin multiplicity: 2
* frontier orbital gap (spin up / spin down): 3.9 / 12.2 eV
* <S²>: 0.75

Computed, not measured: a molecular structure, C26H30MnN6O5S in a non-equilibrium geometry, with ωB97M-V/def2-TZVPD.

Last column: Mulliken charge in e.
Geometry (Å):
Mn (-0.419, 0.231, 0.241)  -0.1833
N (6.651, 4.329, -1.480)  -0.4592
C (5.675, 3.403, -1.314)  1.1580
C (5.698, 2.539, -0.204)  -0.9238
C (4.719, 1.593, -0.031)  -0.6083
C (3.684, 1.498, -0.966)  -0.2846
C (3.636, 2.353, -2.070)  -0.2858
C (4.627, 3.289, -2.244)  -0.9409
S (2.471, 0.311, -0.775)  1.7140
O (1.532, 0.386, -1.886)  -0.7627
O (3.026, -0.960, -0.410)  -0.7187
N (1.466, 0.810, 0.450)  0.2685
C (1.532, 0.484, 1.775)  0.3074
N (2.617, 0.422, 2.524)  -0.4088
C (2.408, 0.092, 3.796)  -0.2669
C (1.146, -0.178, 4.332)  -0.7959
C (0.075, -0.106, 3.477)  0.0006
N (0.270, 0.233, 2.198)  0.0703
H (7.433, 4.374, -0.853)  0.1966
H (6.677, 4.911, -2.298)  0.1976
H (6.509, 2.611, 0.509)  0.3095
H (4.755, 0.918, 0.818)  0.4147
H (2.841, 2.257, -2.795)  0.4925
H (4.613, 3.936, -3.112)  0.3102
H (3.291, 0.035, 4.420)  0.4889
H (1.016, -0.444, 5.370)  0.4499
H (-0.940, -0.319, 3.789)  0.5660
C (-1.685, 5.421, 1.561)  -0.8217
N (-1.259, 4.240, 0.800)  0.0902
C (-0.798, 4.243, -0.500)  -0.6937
C (-0.548, 2.954, -0.827)  -0.6709
N (-0.869, 2.168, 0.266)  0.4717
C (-1.286, 2.980, 1.227)  -0.3230
H (-0.926, 6.193, 1.473)  0.3522
H (-1.793, 5.144, 2.606)  0.3040
H (-2.633, 5.787, 1.178)  0.3359
H (-0.678, 5.153, -1.061)  0.4745
H (-0.146, 2.537, -1.735)  0.5134
H (-1.600, 2.684, 2.214)  0.4776
C (0.621, -7.942, -1.206)  -1.5700
C (0.537, -6.449, -1.137)  0.6076
C (0.775, -5.670, -2.269)  -0.9067
C (0.727, -4.294, -2.220)  0.5777
C (1.025, -3.514, -3.476)  -1.7377
C (0.401, -3.672, -0.974)  0.7708
C (0.368, -2.279, -0.976)  -0.2343
O (0.049, -1.565, 0.037)  -0.1896
C (0.169, -4.460, 0.200)  0.8797
C (-0.111, -3.863, 1.551)  -1.2739
C (0.241, -5.826, 0.082)  -1.0094
H (0.721, -8.298, -2.228)  0.3744
H (-0.261, -8.398, -0.754)  0.3892
H (1.486, -8.288, -0.636)  0.3420
H (1.012, -6.159, -3.205)  0.3601
H (1.188, -4.198, -4.304)  0.4147
H (1.927, -2.909, -3.366)  0.3609
H (0.206, -2.849, -3.754)  0.4057
H (0.661, -1.741, -1.874)  0.5238
H (-1.083, -3.367, 1.570)  0.2612
H (0.639, -3.119, 1.821)  0.2063
H (-0.113, -4.646, 2.306)  0.4375
H (0.079, -6.441, 0.959)  0.4461
C (-4.630, -0.660, -0.238)  -0.7271
O (-3.446, -0.429, 0.634)  -0.2393
C (-2.339, -0.167, 0.093)  1.0498
O (-1.952, -0.041, -1.060)  -0.3099
H (-4.773, -1.734, -0.277)  0.3080
H (-4.441, -0.238, -1.220)  0.3898
H (-5.451, -0.167, 0.266)  0.2766

Summary:
* LUMO energy (spin up / spin down): -7.846 / -6.806 eV
* energy relative to the best compared isomer or geometry (same formula, charge and spin): 0.7113 eV
* spin multiplicity: 4
* total charge: +2
* frontier orbital gap (spin up / spin down): 4.6 / 5.6 eV
* <S²>: 4.12

Computed, not measured: a molecular structure, C4H9OP in a non-equilibrium geometry, with ωB97M-V/def2-TZVPD.

Last column: Mulliken charge in e.
Geometry (Å):
C (-0.168, 0.646, -0.329)  0.6659
C (0.271, 1.472, -1.461)  -1.0880
C (-1.175, -0.673, 1.578)  -1.2955
C (-1.148, 0.421, 0.614)  -0.2187
O (0.941, -0.120, -0.162)  -0.3342
P (1.330, -1.717, 0.105)  -0.0494
H (-0.411, 2.299, -1.676)  0.3610
H (0.416, 0.768, -2.599)  0.1920
H (1.235, 1.935, -1.217)  0.2724
H (-2.074, -0.415, 2.086)  0.3510
H (-1.185, -1.612, 1.118)  0.4184
H (-0.347, -0.682, 2.363)  0.2771
H (-1.928, 1.083, 0.295)  0.3589
H (1.698, -2.302, -1.121)  0.0391
H (2.545, -1.103, 0.406)  0.0501

Summary:
* LUMO energy: 0.880 eV
* energy relative to the best compared isomer or geometry (same formula, charge and spin): 2.7446 eV
* spin multiplicity: 1
* frontier orbital gap: 9.3 eV

Computed, not measured: 2 unconnected molecules or ions with the total composition HN3O3 in a non-equilibrium geometry, with ωB97M-V/def2-TZVPD.

Last column: Mulliken charge in e.
Geometry (Å):
N (0.184, 0.641, 0.420)  -0.3629
N (-1.045, -0.043, 0.631)  -0.4462
N (1.150, -0.016, -0.106)  1.0274
O (-2.411, 1.011, -0.488)  -0.8686
O (1.018, -1.252, -0.367)  -0.8070
O (2.327, 0.509, -0.129)  -0.8220
H (-1.223, -0.851, 0.040)  0.2794

Summary:
* LUMO energy (spin up / spin down): 7.725 / 7.725 eV
* energy relative to the best compared isomer or geometry (same formula, charge and spin): 2.4299 eV
* spin multiplicity: 1
* total charge: -2
* frontier orbital gap (spin up / spin down): 6.4 / 6.4 eV

Computed, not measured: 2 unconnected molecules or ions with the total composition C2H4N4O in a non-equilibrium geometry, with ωB97M-V/def2-TZVPD.

Last column: Mulliken charge in e.
Geometry (Å):
C (2.005, -1.177, 1.282)  -0.1644
C (-1.443, 0.387, 0.408)  -0.0014
N (-0.360, 0.792, 0.820)  0.5724
N (0.570, 1.009, 1.464)  -0.6440
N (-0.592, 0.221, -1.770)  -0.6029
N (-1.658, 0.312, -0.920)  0.0138
O (1.430, -0.511, 2.109)  -0.2069
H (2.731, -1.911, 1.558)  0.2850
H (-0.021, -0.533, -1.552)  0.2550
H (-0.009, 1.109, -2.049)  0.2503
H (-2.654, 0.302, -1.351)  0.2430

Summary:
* LUMO energy (spin up / spin down): 0.123 / -0.325 eV
* energy relative to the best compared isomer or geometry (same formula, charge and spin): 8.6597 eV
* spin multiplicity: 1
* frontier orbital gap (spin up / spin down): 8.4 / 6.9 eV

Look up the spin multiplicity of the seventh one.
1